(1)
The following is a quantum chemistry calculation of a 3-piece molecular cluster, C5H8O2 overall, from the Open Molecules 2025 dataset.

Relative energy (zero: lowest compared OMol25 entry of this formula, charge and spin)   84.58 kcal per mole
F_max   0.84 eV/Å
SMILES   C=C=O.C=C.C=O
M   100.12 g/mol
Charge   0
Kohn-Sham gap   10.023 eV

Each line ends with the Löwdin charge.
CARTESIAN COORDINATES (ANGSTROEM)
C1 1.12851 -0.91811 0.85962  0.00
C2 0.41593 0.19176 0.88780  -0.39
C3 0.28760 0.49580 -1.62447  -0.06
C4 1.19181 1.33368 -1.11027  -0.08
O1 -0.35775 1.01093 1.21466  0.11
C5 -2.11775 -0.74617 0.82567  -0.17
O2 -2.63320 -0.39203 -0.20513  -0.01
H1 1.61928 -1.33788 -0.00184  0.06
H2 -1.23140 -1.40474 0.83928  0.07
H3 1.11986 -1.43362 1.81149  0.08
H4 0.57007 -0.46618 -2.04066  0.07
H5 -0.77719 0.71297 -1.60825  0.07
H6 2.24991 1.09663 -1.06955  0.07
H7 0.89617 2.27923 -0.66254  0.07
H8 -2.47309 -0.42621 1.82422  0.09


(2)
The following is a quantum chemistry calculation of the molecule C6H13N, from the Open Molecules 2025 dataset.

Relative energy (zero: lowest compared OMol25 entry of this formula, charge and spin)   24.25 kcal per mole
F_max   3.47 eV/Å
SMILES   CC/C(C)=C(/C)N
M   99.18 g/mol
Charge   0
Kohn-Sham gap   8.303 eV

Each line ends with the Löwdin charge.
CARTESIAN COORDINATES (ANGSTROEM)
C1 2.45222 -0.64048 0.08216  -0.11
C2 1.37968 -0.10228 -0.85984  -0.24
N1 -1.40242 -1.26758 -1.02500  0.06
C3 -1.05848 -0.25584 -0.14666  -0.35
C4 0.20203 0.32004 -0.03487  -0.27
C5 0.24304 1.64019 0.74677  -0.08
C6 -2.38463 0.05044 0.52004  -0.06
H1 2.70246 0.06369 0.90258  0.08
H2 2.10093 -1.59307 0.48431  0.07
H3 3.33408 -0.78471 -0.55691  0.07
H4 1.05164 -0.74683 -1.67606  0.10
H5 1.90813 0.74868 -1.33053  0.11
H6 -0.75880 -1.94388 -1.23287  0.04
H7 -2.40277 -1.63072 -0.96511  0.12
H8 -0.62977 2.24474 0.45677  0.07
H9 1.14331 2.23610 0.50593  0.07
H10 0.23833 1.49869 1.85608  0.08
H11 -2.29969 0.89769 1.20474  0.06
H12 -2.51287 -0.87889 1.13581  0.10
H13 -3.30644 0.14401 -0.06734  0.08


(3)
The following is a quantum chemistry calculation of C40H40P3SiZn as an isolated structure, from the Open Molecules 2025 dataset.

F_max   1.13 eV/Å
M   707.16 g/mol
Charge   +1
Kohn-Sham gap   8.226 eV

Each line ends with the Löwdin charge.
CARTESIAN COORDINATES (ANGSTROEM)
Zn1 -0.00629 0.41422 0.32672  0.20
C1 -3.31629 1.72607 -0.81185  -0.22
Si1 -1.94092 0.47040 -0.94643  0.53
C2 -1.18560 0.65331 -2.68460  -0.29
C3 -2.05034 0.73531 -3.78535  -0.09
C4 -1.59517 1.06057 -5.05176  -0.06
C5 -0.24762 1.33947 -5.25260  -0.06
C6 0.63146 1.25047 -4.18993  -0.10
C7 0.17838 0.89061 -2.91772  -0.37
P1 1.42714 0.74180 -1.58073  1.01
C8 2.24281 2.37201 -1.62632  -0.35
C9 1.49954 3.44553 -1.13108  -0.11
C10 2.03010 4.72392 -1.11919  -0.07
C11 3.32205 4.94128 -1.58580  -0.07
C12 4.06700 3.88038 -2.07383  -0.07
C13 3.52931 2.59805 -2.09944  -0.08
C14 2.64721 -0.45333 -2.17964  -0.37
C15 2.44869 -1.24574 -3.30557  -0.08
C16 3.42807 -2.14809 -3.69984  -0.07
C17 4.59687 -2.27930 -2.96791  -0.07
C18 4.78519 -1.52075 -1.81875  -0.07
C19 3.81084 -0.62004 -1.42225  -0.11
C20 -2.68463 -1.24546 -0.66806  -0.31
C21 -4.05079 -1.43488 -0.91563  -0.09
C22 -4.68899 -2.62972 -0.62814  -0.06
C23 -3.96366 -3.67922 -0.08352  -0.06
C24 -2.60794 -3.52631 0.14923  -0.08
C25 -1.96015 -2.32140 -0.12597  -0.37
P2 -0.13376 -2.15988 0.09198  1.07
C26 0.32582 -3.03211 1.63029  -0.35
C27 0.90239 -2.29196 2.65749  -0.13
C28 1.26603 -2.88635 3.85963  -0.07
C29 1.06069 -4.24315 4.04453  -0.06
C30 0.52835 -5.00676 3.01225  -0.06
C31 0.18121 -4.41076 1.81177  -0.09
C32 0.46099 -3.27151 -1.22430  -0.35
C33 -0.24868 -3.36484 -2.42160  -0.08
C34 0.18563 -4.21894 -3.42463  -0.07
C35 1.33523 -4.97558 -3.24528  -0.08
C36 2.06518 -4.85772 -2.07096  -0.08
C37 1.63767 -4.00119 -1.06739  -0.09
H1 -4.08002 1.60522 -1.58521  0.03
H2 -3.81527 1.66071 0.15810  0.03
H3 -2.90362 2.73175 -0.92370  0.03
H4 -3.11047 0.54705 -3.64708  0.10
H5 -2.28976 1.11492 -5.88059  0.11
H6 0.11347 1.62387 -6.23267  0.11
H7 1.68300 1.46445 -4.34851  0.11
H8 0.48968 3.28018 -0.76521  0.09
H9 1.43864 5.55292 -0.75100  0.11
H10 3.74383 5.93786 -1.56885  0.11
H11 5.07253 4.04584 -2.43842  0.11
H12 4.11613 1.78124 -2.49901  0.10
H13 1.54375 -1.15057 -3.88996  0.10
H14 3.27072 -2.75101 -4.58455  0.11
H15 5.36043 -2.97677 -3.28759  0.11
H16 5.69108 -1.62886 -1.23615  0.11
H17 3.96108 -0.03362 -0.52149  0.11
H18 -4.63488 -0.62374 -1.33611  0.09
H19 -5.74819 -2.74152 -0.82294  0.11
H20 -4.45031 -4.61502 0.16028  0.11
H21 -2.06183 -4.36180 0.55663  0.09
H22 1.09428 -1.23711 2.50353  0.03
H23 1.72337 -2.29500 4.64329  0.11
H24 1.33633 -4.71318 4.97958  0.11
H25 0.39354 -6.07296 3.14016  0.11
H26 -0.16580 -5.03383 0.99931  0.10
H27 -1.15853 -2.79329 -2.56280  0.11
H28 -0.38443 -4.30213 -4.34109  0.11
H29 1.66273 -5.65660 -4.02049  0.11
H30 2.96813 -5.43810 -1.93107  0.11
H31 2.21101 -3.92305 -0.15157  0.11
C38 1.60774 1.39855 3.65942  -0.24
P3 0.30699 1.35764 2.39936  0.72
C39 -1.12934 0.68180 3.29776  -0.25
C40 -0.17117 3.09950 2.19024  -0.26
H32 1.21010 1.90362 4.53974  0.06
H33 2.48098 1.93920 3.29458  0.06
H34 1.91869 0.38962 3.92989  0.03
H35 -1.31757 1.25276 4.20869  0.06
H36 -0.95717 -0.36207 3.56208  0.04
H37 -2.00976 0.72806 2.65635  0.04
H38 -0.36209 3.56145 3.15998  0.06
H39 -1.07473 3.14991 1.58165  0.04
H40 0.61920 3.65361 1.68167  0.04


(4)
The following is a quantum chemistry calculation of C25H30N4O2S as an isolated structure, from the Open Molecules 2025 dataset.

Relative energy (zero: lowest compared OMol25 entry of this formula, charge and spin)   568.94 kcal per mole
F_max   19.67 eV/Å
M   450.61 g/mol
Charge   0
Kohn-Sham gap   7.556 eV

Each line ends with the Löwdin charge.
CARTESIAN COORDINATES (ANGSTROEM)
C1 -9.08185 -0.13073 0.18412  -0.07
H1 -8.58271 0.64853 -0.55236  0.12
O1 -8.41707 -1.29294 -0.23578  -0.06
C2 -7.17225 -1.58615 -0.11193  -0.47
C3 -6.32219 -0.74662 0.17746  -0.02
C4 -5.02800 -0.90863 0.47920  -0.32
C5 -4.60349 -2.22927 0.28581  -0.02
C6 -5.42283 -3.06396 -0.40756  -0.03
C7 -6.80227 -2.80133 -0.49654  0.03
H2 -7.40884 -3.62712 -0.73172  0.11
H3 -5.08357 -3.86916 -0.50534  0.00
H4 -3.57110 -2.25299 0.07887  0.09
N1 -4.11752 0.00598 0.78842  0.00
C8 -4.24197 1.62082 0.41357  -0.09
H5 -5.30210 1.73070 -0.03122  0.13
C9 -3.42904 1.68299 -0.72514  -0.13
N2 -1.94837 1.24006 -0.46560  -0.02
C10 -1.11510 2.35663 -0.34421  -0.22
O2 -1.27635 3.67861 -0.70265  -0.05
C11 0.29671 2.06839 0.01571  -0.22
C12 0.96463 1.10549 -0.99021  0.03
C13 2.21669 0.95200 -0.45664  -0.32
C14 2.99468 1.60225 0.51990  -0.29
C15 2.23721 2.45125 1.41876  0.11
C16 0.97797 2.83760 0.70640  -0.05
H6 0.51296 3.41207 1.52190  0.14
H7 2.81528 2.70804 2.05903  0.00
N3 4.34242 1.29674 0.59332  0.09
C17 4.61049 0.24068 -0.14312  -0.49
N4 5.95022 -0.27534 -0.26925  -0.13
C18 6.29100 -1.10786 -1.38538  -0.17
H8 5.37916 -1.87608 -1.66585  0.14
C19 7.47525 -2.03227 -0.81027  -0.14
H9 8.36763 -1.67956 -1.01497  0.03
C20 7.26204 -2.44666 0.66630  -0.33
C21 6.05189 -2.95651 0.98115  -0.16
H10 6.02300 -3.48812 1.80640  0.04
H11 5.94498 -4.01525 0.56819  0.13
H12 5.11361 -2.49783 0.79425  0.10
C22 7.22121 -0.93976 1.56526  -0.11
H13 8.41792 -0.97123 2.02733  0.18
C23 6.80321 0.20811 0.84380  -0.14
H14 6.45512 0.90407 1.24892  -0.01
H15 7.75968 0.36183 0.07134  0.19
H16 6.54816 -1.08484 2.24349  0.03
H17 8.29550 -3.07414 0.95017  0.19
H18 7.55888 -3.10815 -1.36204  0.16
H19 6.68703 -0.86745 -2.23706  0.04
S1 3.46270 -0.12573 -1.54190  0.95
H20 0.39500 0.69667 -1.68643  0.07
C24 -1.79677 0.12219 -0.02390  -0.36
H21 -0.76601 -0.04188 0.28221  0.17
C25 -2.57450 -0.02905 1.13465  -0.09
H22 -2.60875 -1.17294 1.75815  0.19
H23 -2.34342 0.56536 2.11703  0.16
H24 -2.04214 -0.55978 -0.54166  0.06
H25 -3.41140 2.68639 -1.27034  0.15
H26 -3.76890 1.04744 -1.59594  0.15
H27 -3.92853 2.33495 1.17805  0.13
H28 -6.57388 0.38906 0.90386  0.22
H29 -10.13900 -0.30473 -0.16237  0.11
H30 -8.91365 0.13181 1.23818  0.09


(5)
The following is a quantum chemistry calculation of C30H23Cl2HgN7S as an isolated structure, from the Open Molecules 2025 dataset.

2S+1   2
F_max   0.41 eV/Å
M   785.13 g/mol
Charge   +1
Kohn-Sham gap (spin up / spin down)   3.784 / 7.224 eV

Each line ends with the Löwdin charge.
CARTESIAN COORDINATES (ANGSTROEM)
Hg1 0.16719 0.25196 0.42021  1.13
C1 -1.81130 -2.09462 2.22515  -0.04
C2 -2.48511 -0.75794 2.33953  -0.34
C3 -3.66729 -0.61662 3.02917  -0.03
C4 -4.24018 0.65531 3.12040  -0.05
C5 -3.62439 1.71785 2.51500  -0.02
C6 -2.43082 1.51725 1.79795  -0.23
N1 -1.88131 0.28196 1.73714  0.05
C7 -1.74474 2.60450 1.11448  -0.25
C8 -2.25282 3.89462 1.07417  -0.02
C9 -1.55907 4.89866 0.42000  -0.06
C10 -0.32959 4.59615 -0.18199  -0.02
C11 0.16277 3.31491 -0.13327  -0.24
N2 -0.54962 2.32277 0.48871  -0.04
C12 1.45303 2.95206 -0.74653  -0.20
C13 2.27894 3.90743 -1.35089  -0.01
C14 3.45787 3.51406 -1.93480  -0.04
C15 3.81982 2.17032 -1.90669  -0.02
C16 2.98341 1.27487 -1.27534  -0.32
C17 3.33279 -0.18260 -1.18782  -0.03
N3 1.82761 1.66089 -0.71086  0.07
H1 -2.33599 -2.84729 2.80914  0.08
H2 -0.78088 -2.03363 2.58192  0.07
H3 -1.78964 -2.42342 1.18221  0.07
H4 -4.12799 -1.47552 3.49648  0.11
H5 -5.15970 0.80283 3.67154  0.11
H6 -4.05610 2.70202 2.60209  0.10
H7 -3.19547 4.12765 1.54455  0.10
H8 -1.95574 5.90272 0.38137  0.10
H9 0.21638 5.37714 -0.68733  0.10
H10 2.00456 4.94983 -1.35488  0.10
H11 4.10136 4.24494 -2.40662  0.12
H12 4.74118 1.82737 -2.35607  0.11
H13 4.30108 -0.37987 -1.64201  0.08
H14 2.58157 -0.78600 -1.70444  0.07
H15 3.36738 -0.50397 -0.14482  0.07
S1 -0.44911 -6.09586 -4.00111  1.06
N4 0.37705 -5.84056 -2.64315  -0.21
C18 0.14851 -4.58639 -2.29125  -0.30
C19 0.69810 -3.92954 -1.11905  -0.07
C20 1.54770 -4.58568 -0.22642  0.04
C21 2.03124 -3.90230 0.86171  -0.01
C22 1.65001 -2.57657 1.02938  -0.12
N5 0.84399 -1.94426 0.19007  0.01
C23 0.35777 -2.59419 -0.88646  -0.15
C24 -0.54061 -1.88018 -1.82164  -0.15
N6 -0.83164 -0.60495 -1.55145  0.04
C25 -1.62903 0.08097 -2.35040  -0.09
C26 -2.19642 -0.47717 -3.49488  -0.01
C27 -1.91023 -1.78767 -3.79320  0.03
C28 -1.06750 -2.51343 -2.94764  -0.07
C29 -0.71096 -3.89939 -3.18241  -0.30
N7 -1.11972 -4.64450 -4.19513  -0.20
H16 1.80785 -5.62039 -0.41075  0.13
H17 2.69160 -4.37165 1.57685  0.12
H18 2.00780 -1.99946 1.87416  0.12
H19 -1.82060 1.10985 -2.06344  0.12
H20 -2.84439 0.11620 -4.12388  0.12
H21 -2.32344 -2.27225 -4.66886  0.13
Cl1 4.04220 1.56609 3.61998  0.51
C30 2.48069 1.49696 4.43686  -1.00
Cl2 1.14083 1.33479 3.27852  0.50
H22 2.32974 2.41749 4.98531  0.03
H23 2.46939 0.63543 5.09141  0.03


Repeat the second record exactly.
The following is a quantum chemistry calculation of the molecule C6H13N, from the Open Molecules 2025 dataset.

Relative energy (zero: lowest compared OMol25 entry of this formula, charge and spin)   24.25 kcal per mole
F_max   3.47 eV/Å
SMILES   CC/C(C)=C(/C)N
M   99.18 g/mol
Charge   0
Kohn-Sham gap   8.303 eV

Each line ends with the Löwdin charge.
CARTESIAN COORDINATES (ANGSTROEM)
C1 2.45222 -0.64048 0.08216  -0.11
C2 1.37968 -0.10228 -0.85984  -0.24
N1 -1.40242 -1.26758 -1.02500  0.06
C3 -1.05848 -0.25584 -0.14666  -0.35
C4 0.20203 0.32004 -0.03487  -0.27
C5 0.24304 1.64019 0.74677  -0.08
C6 -2.38463 0.05044 0.52004  -0.06
H1 2.70246 0.06369 0.90258  0.08
H2 2.10093 -1.59307 0.48431  0.07
H3 3.33408 -0.78471 -0.55691  0.07
H4 1.05164 -0.74683 -1.67606  0.10
H5 1.90813 0.74868 -1.33053  0.11
H6 -0.75880 -1.94388 -1.23287  0.04
H7 -2.40277 -1.63072 -0.96511  0.12
H8 -0.62977 2.24474 0.45677  0.07
H9 1.14331 2.23610 0.50593  0.07
H10 0.23833 1.49869 1.85608  0.08
H11 -2.29969 0.89769 1.20474  0.06
H12 -2.51287 -0.87889 1.13581  0.10
H13 -3.30644 0.14401 -0.06734  0.08